No. 1
A single C4H5I molecule in a non-equilibrium geometry, computed with ωB97M-V/def2-TZVPD.

- SMILES: C[C@@H]1C=C1I
- LUMO energy: 0.346 eV
- Total energy: -452.9792 Eh
- 2S+1: 1
- F_max: 3.8 eV Å⁻¹
- HOMO-LUMO gap: 9.33 eV

Geometry as XYZ:
```
10
Properties=species:S:1:pos:R:3:lowdin_charge:R:1
C -0.827 -1.293 -0.149 -0.02
C -1.370 -0.105 -0.324 -0.75
C -0.217 -0.072 0.519 -0.32
C 1.312 0.573 0.044 -0.05
I -2.936 1.096 -1.099 0.77
H -0.658 -2.343 -0.390 0.10
H -0.453 0.108 1.591 0.11
H 1.769 -0.123 -0.727 0.07
H 2.021 0.629 0.946 0.07
H 1.360 1.531 -0.413 0.02
```

No. 2
A single C4H5I molecule in a non-equilibrium geometry, computed with ωB97M-V/def2-TZVPD.

- LUMO energy (spin up / spin down): 0.861 / -3.241 eV
- Total energy: -452.8546 Eh
- 2S+1: 3
- F_max: 3.6 eV Å⁻¹
- HOMO-LUMO gap (spin up / spin down): 6.07 / 6.60 eV

Geometry as XYZ:
```
10
Properties=species:S:1:pos:R:3:lowdin_charge:R:1
C -0.386 -0.222 0.154 -0.29
C -1.614 -0.521 0.549 0.04
C 0.966 0.155 0.578 -0.21
C 0.634 0.554 -0.784 -0.67
I 1.292 -0.651 -2.467 0.81
H -2.432 -0.373 -0.176 0.07
H -1.609 -0.979 1.466 0.03
H 0.807 1.032 1.197 0.11
H 1.818 -0.501 0.656 0.09
H 0.524 1.506 -1.173 0.01
```

Here are the calculated ΔE to the lowest compared entry with this formula, charge and spin numbers, same order: 181.2, 146.7 (kJ/mol).